# C53H62F4N3O10S

3 unconnected molecules or ions with the total composition C53H62F4N3O10S at a distorted geometry (ωB97M-V/def2-TZVPD, OMol25).

Geometry as XYZ:
```
133
Properties=species:S:1:pos:R:3:forces:R:3
C 3.20688 -4.15118 2.16032 0.4907 0.6585 -0.8831
C 3.06374 -3.40269 3.60781 -0.2272 -0.0192 1.5893
C 4.28151 -3.74730 4.70466 -0.4341 -1.0583 -0.3503
N 2.08851 -2.57994 4.05398 5.3123 -0.6372 -1.8135
C 2.08552 -1.18899 3.51193 -2.7807 0.6830 -0.3246
C 2.06350 -0.16769 4.82810 0.5494 0.3803 0.9699
C 1.97989 -0.93941 6.27251 -0.3913 1.1678 1.2772
C 0.44266 -1.48183 6.64734 0.3540 0.7297 0.9878
C 0.43673 -3.01573 7.25566 0.0260 0.4804 -2.5913
S 1.16118 -2.99607 8.98250 -1.4618 1.8667 5.8628
O 1.68669 -1.59700 9.43867 -1.4131 -5.3578 -2.7039
O 0.09444 -3.55054 9.97394 3.9398 1.3841 -4.2488
O 2.53366 -4.04665 8.94716 -2.6105 0.3009 -1.4156
C 3.26990 -0.75554 2.49039 0.6497 0.9076 -1.5684
C 4.78679 -0.62222 3.11388 0.2712 -1.2086 -0.3577
C 5.84122 -1.73050 2.43827 5.7706 0.6922 3.6271
O 7.08039 -1.79476 3.00009 -8.1363 0.1367 -3.9494
C 2.97368 0.76880 1.85924 2.7254 0.1083 1.5677
C 3.90160 1.01314 0.54247 0.7967 -1.4742 -0.9519
O 4.77050 2.23069 0.66598 2.4536 -1.6940 -2.4193
C 5.94814 2.07575 -0.20596 1.3215 1.4878 -0.9320
F 6.58783 3.41792 -0.37868 -2.4528 -4.9054 0.7962
F 5.60180 1.60290 -1.57621 1.0426 1.3441 4.6227
F 7.00207 1.17637 0.32064 -3.8624 2.8144 -1.6747
N 1.50819 1.08967 1.72315 -0.2748 1.1178 0.2097
C 1.21373 2.30399 0.81765 -1.1944 1.6672 -0.3582
C -0.10347 3.09932 1.47327 1.4799 1.8696 -0.5275
C 0.51584 4.34648 2.40003 -0.2030 -0.4222 0.5359
O -0.80340 3.78201 0.34466 -1.1421 -1.2220 2.8185
C 0.62392 -0.10775 1.41832 -2.0942 -1.3345 -0.2020
C 0.95862 -0.89545 0.03012 -0.0174 -0.8346 -1.3260
C -0.39279 -1.13701 -0.92640 -0.5197 0.3821 0.0376
C -0.21470 -0.47313 -2.43580 -1.6871 -0.8058 0.4776
N 0.94305 -1.11143 -3.17296 -1.1346 1.5903 -0.3092
C 0.58696 -1.02323 2.77756 -0.8769 -0.1637 -0.4603
C -0.13677 -2.47089 2.44696 -1.5553 0.8684 -0.6961
C -1.08664 -3.03456 3.69405 0.4923 -0.8869 -1.5199
C -2.39368 -2.10715 4.01351 -0.9026 -0.5015 1.1387
F -2.73243 -1.10080 2.98319 1.0567 -1.8741 1.6287
H 4.34500 -4.28478 1.82721 -2.4884 0.1915 0.9820
H 2.69502 -3.51486 1.32076 0.8200 -1.2063 1.5926
H 2.70377 -5.22770 2.11734 1.0073 2.3534 0.5707
H 4.03028 -4.75100 5.29960 0.5286 2.2676 -1.1138
H 4.40247 -2.82830 5.42225 -0.3987 -2.0040 -1.3516
H 5.31782 -3.95211 4.16201 -2.3172 0.4687 0.9581
H 1.15226 0.59246 4.80663 1.6940 -1.6177 -0.1461
H 3.02108 0.53009 4.88732 -1.7808 -1.5324 -0.2907
H 2.19415 -0.10141 7.09651 -0.3317 -1.8224 -1.8534
H 2.80565 -1.75712 6.44883 -1.8200 1.5889 -0.6558
H 0.00640 -0.79440 7.52103 1.0226 -1.4298 -1.9764
H -0.26834 -1.31827 5.73273 1.3617 -0.8367 1.7256
H 1.13947 -3.65202 6.56962 -1.1513 1.0837 1.3908
H -0.64379 -3.48248 7.18950 2.2715 0.9154 0.8731
H 2.27263 -4.89053 8.43947 0.3325 1.6536 1.1869
H 3.37855 -1.44528 1.52198 -0.6493 1.2010 2.2403
H 5.28627 0.43328 2.90501 -1.0908 -2.2198 0.5657
H 4.73973 -0.84714 4.26431 0.3789 0.5641 -2.2683
H 5.54255 -2.41462 1.50786 0.6258 1.4666 1.8920
H 3.39210 1.50483 2.70241 -1.0003 -1.3586 -1.9901
H 3.34673 1.08857 -0.48101 0.7448 -0.1001 2.1120
H 4.67684 0.11233 0.42672 -1.9892 1.7067 0.4219
H 1.19577 1.42112 2.68687 0.5421 -0.6622 -1.2799
H 0.98101 1.94158 -0.27040 0.5177 0.6489 2.1595
H 2.09017 3.10927 0.85707 -1.6674 -2.1688 -0.1935
H -0.80160 2.39381 2.09299 1.2443 1.1933 -1.2244
H 1.51298 4.01374 2.95539 -2.1161 0.6701 -0.9779
H 0.76751 5.29931 1.74437 -0.5832 -2.2748 1.1375
H -0.28994 4.65591 3.20047 1.7162 -0.5703 -1.5252
H -1.69313 4.05982 0.75927 1.9303 -0.5096 -1.2078
H -0.47776 0.33661 1.29449 2.4702 -0.8747 0.2053
H 1.72699 -0.34781 -0.68502 -1.4481 -0.8901 1.7470
H 1.40976 -1.99062 0.17894 -0.8356 2.6249 0.1137
H -1.35863 -0.63164 -0.46421 2.0133 -0.8909 -0.6931
H -0.64581 -2.30279 -0.96949 0.7628 2.6184 -0.1889
H -0.17415 0.70391 -2.38975 0.0341 -2.2145 0.1454
H -1.22888 -0.73091 -3.00806 2.1859 0.6094 1.2544
H 0.58882 -1.28466 -4.15719 1.1135 0.4084 1.4254
H 1.69844 -0.38675 -3.17415 -0.8078 -1.1441 -0.6097
H -0.19407 -0.47633 3.49826 1.9010 -1.0517 -1.4050
H -0.92286 -2.23615 1.57814 1.6973 -0.4989 1.7858
H 0.57709 -3.28441 2.00792 -1.2780 1.5830 1.2081
H -0.40271 -3.28124 4.61020 -1.5406 0.7986 -1.5390
H -1.50270 -4.08376 3.30523 0.9193 2.2953 0.8594
H -2.34482 -1.52857 5.04802 0.1254 -1.0416 -2.3459
H -3.32776 -2.84016 4.10702 1.9483 1.7809 -0.4059
C 0.39472 3.77074 -6.90087 0.0474 -0.1884 -0.2992
C 0.06415 2.80993 -5.94558 0.0430 -0.3575 -0.1961
C 0.01629 1.46066 -6.29976 0.0352 0.3695 0.0951
C 0.28813 1.07161 -7.61704 -0.0666 0.4690 0.4088
C 0.59454 2.03463 -8.57769 -0.0580 0.4730 0.5189
C 0.65939 3.38660 -8.21619 -0.0728 0.0753 0.3007
C 0.83436 1.64067 -9.98103 0.3562 1.0009 -1.1719
O 1.10707 2.48563 -10.82477 -0.1845 -0.5321 0.6078
C 0.73221 0.21577 -10.35427 0.0025 -0.4477 -0.4790
C 0.90010 -0.16499 -11.69205 -0.0160 -0.3005 -0.0882
C 0.81832 -1.51200 -12.05150 0.0099 0.3356 0.2182
C 0.57871 -2.48095 -11.07754 -0.0303 0.1979 0.3124
C 0.40550 -2.10393 -9.74499 0.0287 -0.0806 -0.2946
C 0.47278 -0.75156 -9.38454 0.0185 -0.4700 -0.3611
C 0.25267 -0.35950 -7.97841 -0.2398 -0.9993 0.8233
O 0.03743 -1.21002 -7.12256 0.1310 0.4348 -0.2937
H 0.44104 4.82138 -6.62278 -0.0064 -0.1951 -0.0783
H -0.15455 3.11066 -4.92337 0.0234 -0.0575 -0.1730
H -0.23740 0.71562 -5.54746 0.0647 0.0619 -0.3051
H 0.91134 4.14269 -8.95774 -0.0638 -0.3201 0.0516
H 1.09066 0.58495 -12.45814 -0.0383 -0.0645 0.3299
H 0.94380 -1.80491 -13.09166 -0.0177 0.0821 0.2037
H 0.52215 -3.53100 -11.35611 0.0065 0.2036 0.0726
H 0.21389 -2.86550 -8.99088 0.0275 0.3206 -0.0758
C -6.37449 4.78699 -2.94924 0.1346 -0.2787 0.1762
C -7.64648 4.97443 -2.40894 -0.0047 -0.2660 0.2583
C -8.10320 4.13592 -1.39082 0.0808 0.1991 -0.2183
C -7.28977 3.09833 -0.91941 -0.0973 0.4722 -0.4039
C -6.02781 2.89569 -1.47664 -0.0327 0.4503 -0.3621
C -5.56424 3.74933 -2.48615 -0.1864 0.2305 -0.0976
C -5.18117 1.77396 -1.02168 1.0570 -0.1111 -0.5659
O -4.07104 1.59741 -1.50817 -0.3689 0.0571 0.2669
C -5.69496 0.86355 0.02103 0.1075 -0.5493 0.3624
C -4.92683 -0.23790 0.42057 -0.1463 -0.2178 0.2998
C -5.39946 -1.09632 1.41558 0.0180 0.2724 -0.2766
C -6.63270 -0.85280 2.01947 -0.0923 0.3026 -0.1944
C -7.40250 0.24047 1.61948 0.1775 -0.2296 0.0782
C -6.93662 1.09466 0.61119 0.0806 -0.5483 0.4186
C -7.77412 2.22753 0.17012 -1.4891 0.3290 0.6440
O -8.86018 2.43958 0.69710 0.7956 -0.1747 -0.3530
H -6.01489 5.44616 -3.73632 -0.0586 -0.1401 0.1479
H -8.28291 5.77530 -2.77872 0.1135 -0.1601 0.0894
H -9.09529 4.29147 -0.97017 0.2859 -0.1711 0.0155
H -4.57468 3.60565 -2.91647 -0.2320 -0.1147 0.1885
H -3.96146 -0.43331 -0.04362 -0.2593 0.1868 0.0103
H -4.80374 -1.95396 1.72061 -0.1114 0.2060 -0.0894
H -6.99786 -1.51718 2.79965 0.0402 0.1358 -0.1553
H -8.36651 0.42147 2.09204 0.2126 0.0988 -0.2415
```
Forces are in eV/Å.

The frontier orbital gap comes out at 7.76 eV. As for the charge: +1. The highest occupied orbital energy comes out at -11.2 eV.

Atomic partial charges in e from the Löwdin method, atoms 1 to 2: C -0.056; C -0.239